(1)
146
Properties=species:S:1:pos:R:3 method="wB97M-V/def2-TZVPD" charge=0 lumo_ev=-0.41 multiplicity=1 homo_energy_ev=-8.74
C 18.215 1.281 -3.209
N 17.638 0.116 -2.447
C 18.347 -0.110 -1.151
C 16.178 0.361 -2.194
C 17.664 -1.169 -3.287
C 19.016 -1.565 -3.855
O 19.950 -2.061 -2.933
H 19.297 1.204 -3.304
H 18.103 2.133 -2.535
H 17.680 1.386 -4.147
H 18.136 0.737 -0.497
H 19.428 -0.188 -1.239
H 17.947 -1.032 -0.733
H 15.716 0.474 -3.172
H 16.047 1.251 -1.580
H 15.756 -0.500 -1.679
H 16.968 -1.016 -4.112
H 17.211 -1.937 -2.661
H 19.423 -0.713 -4.408
H 18.674 -2.316 -4.580
H 20.835 -1.944 -3.364
C 23.349 -0.515 -1.925
F 22.246 -0.341 -1.208
F 24.252 0.360 -1.491
F 23.859 -1.728 -1.756
S 22.994 -0.213 -3.764
O 21.989 0.848 -3.733
O 24.213 0.182 -4.399
N 22.336 -1.730 -4.128
S 23.375 -2.338 -5.131
O 23.445 -1.794 -6.483
O 24.621 -2.684 -4.482
C 22.519 -4.015 -5.450
F 22.099 -4.475 -4.271
F 21.504 -3.910 -6.294
F 23.400 -4.878 -5.937
C 14.374 -2.978 -3.503
O 15.526 -3.386 -3.583
N 13.774 -2.710 -2.348
C 12.421 -2.231 -2.265
C 14.438 -3.054 -1.100
H 13.741 -2.680 -4.353
H 11.904 -1.985 -3.192
H 12.353 -1.275 -1.737
H 11.856 -2.993 -1.722
H 14.458 -2.161 -0.471
H 13.886 -3.786 -0.508
H 15.473 -3.340 -1.245
C 13.202 2.191 -2.510
O 13.291 1.069 -2.983
N 12.063 2.865 -2.306
C 12.059 4.220 -1.740
C 10.798 2.473 -2.924
H 14.070 2.753 -2.126
H 12.977 4.363 -1.174
H 11.237 4.221 -1.025
H 11.939 4.953 -2.537
H 10.519 3.218 -3.672
H 10.756 1.459 -3.307
H 9.958 2.512 -2.225
C 19.358 -4.879 -0.636
O 19.606 -5.182 0.525
N 18.656 -5.616 -1.510
C 18.170 -4.925 -2.691
C 17.916 -6.799 -1.140
H 19.709 -3.927 -1.065
H 18.860 -4.195 -3.107
H 17.277 -4.376 -2.378
H 17.921 -5.605 -3.504
H 18.097 -7.605 -1.852
H 18.340 -7.141 -0.196
H 16.863 -6.515 -1.083
C 14.454 -0.159 -5.122
O 15.661 -0.345 -5.137
N 13.561 -1.085 -5.516
C 13.949 -2.320 -6.187
C 12.160 -0.711 -5.626
H 14.003 0.767 -4.734
H 14.932 -2.625 -5.825
H 13.969 -2.150 -7.264
H 13.361 -3.199 -5.923
H 12.076 -0.208 -6.597
H 11.516 -1.581 -5.540
H 11.924 0.052 -4.884
C 17.456 4.262 -1.123
O 17.304 3.139 -0.681
N 18.354 5.168 -0.665
C 18.405 6.512 -1.235
C 19.438 4.775 0.198
H 16.810 4.662 -1.922
H 17.504 6.667 -1.825
H 19.272 6.605 -1.892
H 18.470 7.250 -0.437
H 19.635 5.532 0.957
H 19.216 3.840 0.711
H 20.370 4.577 -0.340
C 16.472 -1.061 2.018
O 16.202 -1.279 0.848
N 16.808 0.164 2.456
C 17.236 0.414 3.816
C 16.877 1.345 1.631
H 16.603 -1.792 2.829
H 18.253 0.819 3.861
H 17.382 -0.456 4.457
H 16.567 1.160 4.247
H 17.892 1.506 1.269
H 16.232 1.305 0.753
H 16.466 2.235 2.109
C 21.519 -1.466 3.624
O 20.715 -0.799 4.273
N 21.264 -1.868 2.377
C 22.216 -2.638 1.574
C 20.136 -1.333 1.617
H 22.434 -1.950 4.000
H 21.737 -3.197 0.775
H 22.766 -3.372 2.163
H 22.928 -1.909 1.189
H 19.630 -0.554 2.181
H 20.536 -0.948 0.681
H 19.388 -2.091 1.376
C 16.704 0.880 -8.077
C 17.829 -0.096 -8.167
O 18.756 0.045 -8.927
C 17.838 -1.282 -7.201
H 16.641 1.338 -7.086
H 15.742 0.353 -8.066
H 16.626 1.610 -8.878
H 16.854 -1.596 -6.856
H 18.435 -1.003 -6.335
H 18.208 -2.154 -7.740
C 21.417 3.577 -2.174
C 22.273 4.646 -1.557
O 23.372 4.407 -1.115
C 21.760 6.064 -1.558
H 21.399 2.698 -1.527
H 21.926 3.230 -3.075
H 20.391 3.870 -2.393
H 20.679 6.112 -1.701
H 22.205 6.687 -2.334
H 22.023 6.527 -0.606
C 21.809 1.052 -7.746
C 20.814 1.158 -6.686
N 19.974 1.259 -5.912
H 21.395 0.387 -8.503
H 22.720 0.601 -7.348
H 22.096 2.032 -8.121

***

(2)
131
Properties=species:S:1:pos:R:3 method="wB97M-V/def2-TZVPD" relative_energy_kj_mol=0.00 charge=+2 lumo_ev=-10.19 multiplicity=1 homo_energy_ev=-11.95
Be 2.120 4.108 0.518
N 6.105 -0.326 -0.546
H 6.671 0.514 -0.642
H 6.252 -0.921 -1.361
H 5.093 -0.146 -0.575
H 6.321 -0.777 0.350
Cl 2.016 0.780 -0.483
O 3.288 0.187 -0.691
O 1.016 -0.208 -0.438
O 2.059 1.457 0.803
O 1.792 1.806 -1.480
C -2.427 -1.882 -0.514
C -2.573 -2.472 0.892
C -1.193 -2.251 1.526
C -1.138 -2.375 3.051
C -2.210 -1.486 3.694
C -3.625 -1.771 3.062
N -3.554 -1.709 1.615
O -4.826 -1.831 1.065
C -4.083 -3.106 3.650
C -4.602 -0.704 3.622
C -2.745 -4.003 0.720
H -2.450 -0.794 -0.609
H -3.062 -2.362 -1.263
H -1.440 -2.142 -0.911
H -0.433 -2.997 1.282
H -0.808 -1.266 1.251
H -0.180 -1.962 3.379
H -1.232 -3.388 3.445
H -1.866 -0.460 3.538
H -2.294 -1.540 4.780
H -3.955 -3.172 4.730
H -5.073 -3.343 3.265
H -3.390 -3.908 3.379
H -5.621 -0.979 3.342
H -4.585 -0.755 4.709
H -4.416 0.301 3.243
H -3.813 -4.170 0.561
H -2.324 -4.611 1.517
H -2.262 -4.294 -0.212
H -4.994 -1.020 0.569
C -2.782 1.890 -7.954
C -3.362 1.455 -6.572
C -3.361 -0.090 -6.497
C -2.086 -0.716 -5.941
C -1.664 0.002 -4.681
C -1.434 1.534 -4.829
N -2.683 2.025 -5.412
O -2.792 3.439 -5.470
C -1.126 2.174 -3.479
C -0.195 1.874 -5.666
C -4.862 1.877 -6.544
H -2.994 2.951 -8.111
H -3.335 1.507 -8.814
H -1.730 1.651 -8.086
H -4.236 -0.424 -5.941
H -3.395 -0.449 -7.526
H -1.242 -0.746 -6.631
H -2.359 -1.745 -5.703
H -0.691 -0.431 -4.430
H -2.350 -0.146 -3.845
H -0.819 3.218 -3.569
H -1.978 2.257 -2.795
H -0.319 1.614 -3.007
H -0.258 1.495 -6.688
H -0.148 2.955 -5.797
H 0.695 1.452 -5.201
H -5.422 1.504 -5.685
H -5.404 1.582 -7.441
H -4.930 2.964 -6.476
H -3.071 3.666 -4.572
C 4.854 -0.347 2.764
C 4.726 -1.868 2.716
C 3.219 -2.057 2.455
C 2.829 -3.510 2.113
C 3.684 -3.947 0.918
C 5.211 -3.719 0.958
N 5.492 -2.404 1.583
O 6.867 -2.124 1.683
C 5.902 -4.888 1.666
C 5.674 -3.685 -0.508
C 5.074 -2.514 4.069
H 4.130 0.128 3.426
H 4.513 0.085 1.817
H 5.891 -0.071 2.961
H 2.658 -1.881 3.376
H 2.897 -1.367 1.675
H 1.809 -3.577 1.736
H 2.975 -4.142 2.988
H 3.252 -3.450 0.047
H 3.468 -5.014 0.830
H 6.059 -5.799 1.097
H 6.877 -4.614 2.084
H 5.345 -5.067 2.589
H 6.736 -3.427 -0.561
H 5.584 -4.652 -1.003
H 5.130 -2.982 -1.145
H 6.087 -2.301 4.409
H 4.843 -3.579 4.077
H 4.375 -2.157 4.829
H 7.146 -2.776 2.349
C -1.194 4.207 4.028
C -0.306 3.481 3.013
C -0.736 2.023 2.862
C -1.920 1.876 1.906
C -1.523 2.450 0.577
C -1.234 3.942 0.664
N -0.184 4.131 1.659
O 0.390 5.413 1.706
C -0.747 4.266 -0.747
C -2.502 4.697 0.953
C 1.090 3.473 3.653
H -0.797 5.180 4.330
H -2.220 4.393 3.711
H -1.266 3.680 4.979
H 0.044 1.335 2.533
H -1.075 1.660 3.834
H -2.128 0.805 1.798
H -2.866 2.180 2.362
H -2.288 2.171 -0.151
H -0.656 1.841 0.305
H -0.339 5.279 -0.838
H -1.557 4.143 -1.463
H 0.070 3.687 -1.200
H -3.210 3.968 1.357
H -2.972 5.278 0.162
H -2.584 5.393 1.796
H 1.025 3.137 4.689
H 1.863 2.835 3.211
H 1.565 4.456 3.686
H -0.275 5.966 2.158

***

no.,HOMO-LUMO gap (eV)
1,8.330
2,1.758